No. 1
Below is a 2-piece molecular cluster, C5H15N2 overall, with properties calculated with ωB97M-V/def2-TZVPD.

⟨S²⟩	0.75
energy relative to the best compared isomer or geometry (same formula, charge and spin)	510.7	kJ/mol
DFT total energy	-8385.0166	eV
HOMO (spin up / spin down)	-17.641 / -17.632	eV
net charge	+2
Kohn-Sham gap (spin up / spin down)	7.6 / 4.9	eV
spin multiplicity	2

Last column: Mulliken spin population.
Atoms and positions in Å:
C1 -2.05751 -0.60749 1.09051  0.000
H1 -2.18618 1.30920 0.65976  0.000
C2 -3.29704 -0.86941 0.33315  0.000
H2 4.75012 -0.37746 1.70945  -0.012
H3 0.70941 1.69548 -0.24603  0.000
H4 4.31272 -0.56280 0.05686  -0.012
C3 -1.00409 0.39843 -1.01938  0.000
C4 -1.36373 0.64762 0.41838  0.000
H5 -1.20961 -1.30824 0.89432  0.000
H6 5.90528 -0.06396 0.35556  -0.018
H7 0.84483 -0.03668 -2.40222  0.000
H8 -4.16554 -0.27389 0.57265  0.000
H9 -3.58845 -1.85036 0.13010  0.000
H10 -3.02527 -0.46466 -0.69120  0.000
N1 5.04150 -0.46712 0.75969  1.040
N2 1.35520 0.95421 -0.60918  0.001
H11 -2.15741 -0.39081 2.16517  0.000
H12 0.58499 -0.97394 -0.78879  0.000
H13 -1.42471 0.98120 -1.86480  0.000
H14 -0.46001 0.90824 0.97466  0.000
H15 2.02548 1.38147 -1.20760  0.000
C5 0.41001 -0.02903 -1.29109  0.001



No. 2
Below is an isolated ion of composition C5H15N2 and charge +2, with properties calculated with ωB97M-V/def2-TZVPD.

⟨S²⟩	0.75
energy relative to the best compared isomer or geometry (same formula, charge and spin)	359.3	kJ/mol
DFT total energy	-8386.5860	eV
HOMO (spin up / spin down)	-20.429 / -20.424	eV
net charge	+2
Kohn-Sham gap (spin up / spin down)	13.3 / 7.8	eV
spin multiplicity	2

Last column: Mulliken spin population.
Atoms and positions in Å:
H1 0.06200 0.62250 1.68567  0.035
H2 0.19114 -2.02169 1.93578  0.000
C1 0.75170 2.17602 -0.33853  0.021
H3 1.65625 -0.56210 -0.49457  -0.001
H4 -2.29758 0.84115 -0.40485  -0.004
H5 2.06929 -2.58031 1.08677  0.000
H6 0.48183 -3.19963 0.62425  0.001
C2 -0.05989 0.14415 0.67528  0.024
H7 -0.48119 -0.74240 -1.64262  -0.005
H8 -1.90470 2.49135 -0.82233  0.021
N1 -0.21631 1.08631 -0.35600  0.718
H9 1.33013 2.39095 -1.26738  0.050
H10 0.34014 -2.20758 -1.71294  -0.001
C3 0.74313 -1.02897 0.08848  0.010
C4 0.91843 -2.33973 0.97528  0.001
H11 -0.97486 -0.45391 1.00445  -0.005
N2 -0.15261 -1.59253 -1.07638  0.009
H12 1.67614 1.99312 0.33988  0.001
C5 -1.59660 1.65938 -0.20610  0.032
H13 0.23131 3.11097 0.00704  0.048
H14 -1.73695 2.26925 0.72528  0.044
H15 -1.03079 -2.05630 -0.82648  0.001



No. 3
Below is one molecule with the formula C5H15N2O, with properties calculated with ωB97M-V/def2-TZVPD.

⟨S²⟩	0.75
energy relative to the best compared isomer or geometry (same formula, charge and spin)	358.0	kJ/mol
DFT total energy	-10450.3071	eV
HOMO (spin up / spin down)	-2.693 / -9.585	eV
Kohn-Sham gap (spin up / spin down)	3.5 / 10.2	eV
spin multiplicity	2

Last column: Mulliken spin population.
Atoms and positions in Å:
C1 -2.42809 -0.41920 -0.19072  0.017
H1 -0.43549 -1.71983 1.60251  -0.015
C2 2.59341 -0.43018 0.12617  -0.020
N1 2.58959 0.82779 -0.71398  0.212
H2 0.22118 1.39862 -0.25909  -0.306
H3 1.12362 0.37940 1.66146  0.375
N2 -0.58034 1.11041 0.25762  2.030
O1 -2.79151 0.81664 -0.97669  -0.335
C3 1.38879 -0.60992 1.07131  0.422
H4 2.79789 -1.47572 -0.39203  -0.043
H5 -1.40772 1.65428 -0.02442  -0.374
C4 0.00761 -1.26944 0.64843  -0.390
C5 -0.93324 -0.35442 -0.11978  0.477
H6 -0.48902 -0.52662 -1.26372  0.157
H7 3.52856 -0.30337 0.70638  -0.032
H8 -2.99894 -1.28242 -0.66781  0.102
H9 -2.84204 -0.31940 0.75713  -0.084
H10 -3.03273 0.67884 -1.86714  0.058
H11 3.24297 0.79106 -1.56220  0.003
H12 1.81619 -1.32807 1.87244  -0.096
H13 -0.16598 1.14589 1.22341  -0.844
H14 0.22675 -2.25136 0.15878  -0.074
H15 2.91121 1.55718 -0.15010  -0.238



No. 4
Below is a 2-piece molecular cluster, C5H15N2O overall, with properties calculated with ωB97M-V/def2-TZVPD.

energy relative to the best compared isomer or geometry (same formula, charge and spin)	306.7	kJ/mol
DFT total energy	-10447.3824	eV
HOMO	-13.773	eV
net charge	+1
Kohn-Sham gap	10.8	eV

Last column: natural (NBO) charge in e.
Atoms and positions in Å:
N1 -1.12168 -0.30732 -0.22491  -0.484
H1 -0.29263 -2.19970 -0.29003  0.175
H2 1.59431 2.94802 -1.19969  0.229
N2 0.97080 1.34460 -0.07116  -0.566
C1 2.31307 0.76164 0.05806  -0.417
H3 0.90196 1.58455 -2.05394  0.213
H4 0.68048 1.53094 0.89274  0.434
C2 -0.59420 -1.42722 0.51601  0.207
H5 -2.13502 0.88255 -1.34512  0.190
H6 -0.23051 2.54734 -1.25728  0.227
H7 -1.76406 -1.39359 2.24341  0.237
H8 -1.28203 -3.08148 1.56170  0.235
H9 2.50298 0.48857 -0.96717  0.205
C3 0.82608 2.26021 -1.26774  -0.383
H10 0.18335 0.58323 -0.21545  0.463
H11 -2.62482 -2.26757 0.66391  0.248
C4 -1.95123 -0.18714 -1.14205  0.020
H12 -2.73180 -1.01708 -1.51884  0.191
C5 -1.67767 -2.03280 1.30094  -0.659
H13 2.34332 -0.14531 0.67724  0.252
H14 2.99118 1.48204 0.38853  0.217
H15 0.65344 -1.47289 2.00472  0.507
O1 0.44468 -0.88158 1.24614  -0.741



Number 1: F_max 3.980 eV Å⁻¹. Number 2: F_max 5.927 eV Å⁻¹. Number 3: F_max 4.873 eV Å⁻¹. Number 4: F_max 4.053 eV Å⁻¹.